{
  "formula": "C27H40ClDyN6O4Si2",
  "method": "ωB97M-V/def2-TZVPD",
  "homo_lumo_gap_ev": [4.3, 4.3],
  "spin_multiplicity": 6,
  "de_lowest_kcal_mol": 0.00,
  "energy_ha": -3606.50416,
  "symbols": ["Dy", "N", "C", "C", "N", "C", "C", "N", "C", "C", "N", "H", "H", "H", "H", "H", "H", "H", "H", "H", "H", "H", "H", "H", "H", "H", "H", "H", "H", "C", "Si", "C", "C", "C", "C", "C", "C", "C", "Si", "C", "C", "H", "H", "H", "H", "H", "H", "H", "H", "H", "H", "H", "H", "H", "H", "H", "H", "O", "C", "O", "C", "C", "Cl", "N", "N", "C", "C", "O", "O", "C", "C", "C", "C", "C", "C", "H", "H", "H", "H", "H", "H"],
  "coordinates": [[7.078, 10.433, 14.407], [5.895, 10.359, 16.581], [5.984, 8.938, 17.081], [5.596, 7.993, 15.967], [6.492, 8.070, 14.741], [7.765, 7.298, 14.818], [8.963, 8.055, 15.452], [9.193, 9.329, 14.834], [5.788, 7.571, 13.503], [4.647, 8.464, 13.064], [5.010, 9.908, 12.885], [6.230, 11.045, 17.316], [4.947, 10.654, 16.461], [5.330, 8.679, 17.950], [7.051, 8.803, 17.424], [4.586, 8.246, 15.562], [5.571, 6.933, 16.301], [7.998, 7.012, 13.739], [7.663, 6.324, 15.371], [9.829, 7.381, 15.369], [8.776, 8.118, 16.565], [9.643, 9.228, 13.903], [9.847, 9.903, 15.363], [5.269, 6.581, 13.591], [6.583, 7.390, 12.689], [3.863, 8.353, 13.762], [4.394, 8.024, 12.067], [4.082, 10.422, 12.890], [5.379, 10.118, 11.988], [5.101, 13.281, 13.668], [7.029, 13.624, 13.781], [7.489, 14.226, 12.038], [7.280, 15.071, 14.939], [6.974, 16.445, 14.850], [7.491, 17.341, 15.751], [8.348, 16.936, 16.748], [8.643, 15.600, 16.854], [8.084, 14.666, 15.990], [8.558, 12.779, 15.825], [7.735, 12.585, 17.668], [10.465, 12.938, 15.897], [4.813, 12.962, 12.627], [4.710, 14.320, 13.798], [4.723, 12.606, 14.436], [7.703, 13.463, 11.300], [8.378, 14.852, 12.066], [6.521, 14.724, 11.754], [6.235, 16.761, 14.191], [7.201, 18.419, 15.647], [8.881, 17.629, 17.402], [9.157, 15.263, 17.737], [7.788, 11.484, 18.052], [6.724, 12.832, 17.702], [8.285, 13.230, 18.380], [10.917, 12.392, 15.062], [10.862, 12.579, 16.888], [10.810, 13.991, 15.772], [10.593, 7.435, 10.479], [9.964, 7.704, 9.323], [9.900, 6.866, 8.419], [9.068, 8.873, 9.252], [8.360, 9.226, 8.075], [8.044, 8.361, 6.700], [7.807, 10.501, 8.323], [7.868, 10.840, 9.673], [8.723, 9.889, 10.187], [8.909, 9.883, 11.660], [9.912, 9.264, 12.146], [8.067, 10.533, 12.393], [7.078, 11.326, 7.474], [5.850, 11.891, 7.881], [5.116, 12.464, 6.928], [5.503, 12.398, 5.565], [6.773, 11.965, 5.184], [7.535, 11.398, 6.167], [10.443, 8.159, 11.162], [5.519, 11.833, 8.892], [4.141, 12.921, 7.164], [4.756, 12.606, 4.773], [7.207, 12.126, 4.189], [8.588, 11.193, 5.925]],
  "atomic_forces_ev_per_a": [[0.6, 2.5, -0.1], [0.3, -0.1, 2.3], [0.4, 0.6, 0.5], [0.2, -0.8, -1.7], [-0.5, -1.8, -0.1], [0.6, -0.6, -0.3], [-0.3, -1.5, 1.1], [1.1, 0.1, -0.1], [0.5, -0.3, -0.3], [1.8, 0.3, -2.7], [-3.0, -0.1, 1.5], [-0.1, -1.2, -1.1], [-1.1, -0.2, -0.2], [0.4, 0.5, -0.5], [-1.2, 0.0, -0.4], [0.6, -0.1, 0.8], [-0.1, 0.5, 0.1], [0.1, 0.4, 1.5], [-0.2, 0.7, -0.4], [-0.2, 0.0, 0.0], [0.2, 0.4, -1.1], [-0.3, -0.1, 0.2], [-0.2, -0.1, 0.2], [0.7, 0.3, 0.5], [-1.3, 0.7, 1.1], [-1.1, 0.2, 0.5], [-0.5, 0.3, 0.8], [1.5, -0.5, 0.1], [0.7, -0.1, -1.0], [0.5, 0.9, -1.1], [-0.2, -0.3, -0.4], [-1.0, -0.1, 0.2], [-0.1, 1.0, -0.1], [0.2, -1.4, 1.0], [-0.6, 2.1, -0.6], [1.0, 0.1, 0.4], [-0.7, -0.4, 0.7], [1.0, -0.9, -1.0], [-1.2, 1.1, 1.5], [2.9, -2.8, 0.4], [0.6, 0.1, 0.5], [0.2, 0.0, 1.0], [-0.2, -0.8, 0.1], [-0.3, 0.1, 0.0], [-0.2, -0.5, 0.0], [-0.3, 0.5, 0.0], [1.2, 0.2, -0.2], [-1.0, 0.7, -1.4], [0.4, -1.0, 0.2], [-0.5, 0.0, -0.1], [0.7, -0.1, 0.1], [0.3, 1.7, -0.2], [-1.9, 0.9, -0.2], [-0.3, -0.3, -0.2], [0.1, -0.2, 0.3], [-0.2, 0.1, -1.0], [-0.5, -0.6, 0.2], [0.0, 0.5, -0.9], [-1.3, -2.7, 0.0], [0.9, 1.4, 1.2], [-0.5, 1.3, -1.1], [0.4, 2.5, 2.4], [0.0, -0.3, -0.9], [0.5, -1.8, 2.5], [2.4, -2.3, -1.1], [-2.2, 1.1, -0.6], [0.4, 0.8, 1.8], [-1.0, 0.4, -0.7], [1.4, -1.1, -2.1], [-0.9, -0.5, -0.6], [2.3, -1.1, 0.6], [-2.0, 0.9, -2.7], [-0.7, 0.2, -0.6], [-1.0, 0.7, 0.0], [1.6, 0.7, 0.3], [0.0, 0.0, -0.3], [0.0, 0.0, 0.6], [0.5, -0.3, -0.1], [0.6, 0.5, 0.7], [-0.6, -0.3, 0.3], [-0.6, -0.5, 0.4]]
}


{
  "formula": "C23H49HoN4P3S",
  "method": "ωB97M-V/def2-TZVPD",
  "homo_lumo_gap_ev": [4.0, 4.1],
  "spin_multiplicity": 5,
  "de_lowest_kcal_mol": 0.00,
  "energy_ha": -3494.13977,
  "total_charge": 3,
  "symbols": ["Ho", "P", "P", "P", "H", "C", "C", "H", "C", "C", "C", "C", "C", "C", "C", "C", "C", "H", "H", "H", "H", "H", "H", "H", "H", "H", "H", "H", "H", "H", "H", "H", "H", "H", "H", "H", "H", "H", "H", "H", "H", "H", "H", "H", "H", "H", "C", "C", "C", "C", "C", "C", "S", "H", "H", "H", "H", "H", "H", "C", "N", "C", "N", "C", "N", "C", "N", "C", "C", "H", "H", "H", "H", "H", "H", "H", "H", "H", "H", "H", "H"],
  "coordinates": [[0.175, 0.088, 0.452], [2.346, 1.482, 1.482], [-1.631, 2.333, 0.702], [0.981, 1.602, -1.764], [-0.511, -2.638, -0.154], [0.262, -2.083, -0.719], [1.556, -1.896, -0.238], [1.903, -2.362, 0.693], [2.908, 1.179, 3.205], [2.207, 3.312, 1.576], [3.954, 1.287, 0.628], [-3.236, 1.900, -0.076], [-2.232, 2.829, 2.371], [-1.340, 4.008, 0.022], [2.256, 0.719, -2.746], [1.660, 3.293, -1.940], [-0.480, 1.760, -2.850], [0.068, -2.035, -1.791], [2.361, -1.558, -0.898], [2.995, 0.098, 3.380], [2.190, 1.601, 3.920], [3.889, 1.649, 3.362], [1.353, 3.577, 2.214], [2.049, 3.759, 0.589], [3.131, 3.712, 2.016], [4.198, 0.218, 0.579], [4.717, 1.810, 1.217], [3.930, 1.686, -0.392], [-3.928, 2.746, 0.004], [-3.670, 1.029, 0.429], [-3.087, 1.648, -1.132], [-2.847, 3.734, 2.289], [-1.374, 3.048, 3.020], [-2.834, 2.039, 2.831], [-2.157, 4.665, 0.347], [-1.299, 4.005, -1.071], [-0.395, 4.405, 0.413], [2.278, 1.155, -3.752], [2.031, -0.350, -2.827], [3.236, 0.836, -2.269], [1.746, 3.488, -3.019], [2.653, 3.350, -1.480], [0.992, 4.036, -1.489], [-0.130, 2.003, -3.862], [-1.147, 2.553, -2.492], [-1.037, 0.815, -2.894], [-0.254, -2.412, -5.532], [-1.356, -2.323, -6.408], [-1.554, -3.326, -7.369], [-0.660, -4.394, -7.482], [0.463, -4.443, -6.652], [0.669, -3.457, -5.690], [-0.008, -1.261, -4.256], [-0.886, -1.702, -3.297], [-2.050, -1.481, -6.291], [-2.421, -3.276, -8.033], [-0.834, -5.180, -8.221], [1.182, -5.251, -6.739], [1.523, -3.494, -5.004], [-0.423, -0.008, 3.792], [-0.508, -0.850, 2.541], [-1.971, -1.195, 2.329], [-2.561, -1.870, 3.500], [-2.413, -1.002, 4.686], [-0.994, -0.676, 4.952], [-0.282, -1.943, 5.199], [-0.369, -2.841, 4.026], [0.203, -2.146, 2.858], [-1.798, -3.115, 3.774], [0.635, 0.192, 4.001], [-0.962, 0.933, 3.626], [-2.048, -1.868, 1.464], [-2.539, -0.269, 2.152], [-2.819, -1.520, 5.566], [-2.965, -0.070, 4.517], [0.773, -1.732, 5.400], [-0.733, -2.441, 6.070], [0.128, -2.818, 1.993], [1.253, -1.914, 3.080], [-2.231, -3.603, 4.657], [-1.880, -3.779, 2.905]],
  "atomic_forces_ev_per_a": [[-0.9, 2.1, 1.4], [1.5, 1.1, 1.0], [-1.5, 0.8, 0.2], [0.6, 0.7, -1.1], [0.4, 0.4, 0.1], [2.8, -2.0, 0.3], [-1.6, -2.4, -1.7], [-0.4, 0.6, 0.2], [-0.3, -0.4, 0.1], [-0.5, 0.0, -0.2], [-0.2, -0.4, -0.3], [0.2, -0.3, -0.2], [0.5, -0.2, 0.3], [0.5, 0.0, -0.1], [-0.2, -0.3, 0.1], [0.0, 0.1, 0.4], [-0.2, -0.4, 0.0], [0.1, 0.7, 0.0], [-0.3, 0.2, 0.0], [0.1, 0.2, 0.1], [0.2, -0.1, -0.1], [-0.3, -0.1, -0.1], [0.2, 0.0, -0.1], [0.1, -0.1, 0.3], [-0.2, -0.1, -0.1], [0.2, 0.2, 0.0], [-0.2, -0.1, -0.2], [0.1, 0.0, 0.3], [0.1, -0.2, 0.0], [0.0, 0.2, -0.1], [-0.2, 0.1, 0.1], [0.1, -0.3, -0.1], [-0.3, 0.1, 0.0], [0.1, 0.1, -0.1], [0.2, -0.2, -0.1], [0.0, 0.1, 0.2], [-0.2, 0.0, -0.1], [0.1, -0.2, 0.2], [0.1, 0.3, -0.2], [-0.2, 0.1, -0.1], [0.0, 0.0, 0.3], [-0.2, 0.1, -0.2], [0.3, -0.1, -0.2], [-0.2, -0.1, 0.2], [0.2, -0.2, -0.1], [0.0, 0.3, -0.2], [-0.5, -1.3, -1.3], [0.2, -0.1, 0.3], [-0.1, 0.3, 0.2], [0.1, 0.2, 0.2], [-0.1, 0.2, 0.0], [-0.1, 0.1, 0.4], [-0.2, 0.5, 0.8], [0.1, 0.0, -0.8], [0.2, -0.5, -0.2], [0.3, 0.0, 0.3], [0.1, 0.3, 0.3], [-0.1, 0.1, 0.0], [-0.3, -0.1, -0.4], [-0.2, -0.1, 0.9], [-0.1, 0.0, -0.1], [-0.5, -0.4, 1.1], [0.9, 0.1, -0.3], [0.1, 0.3, 0.0], [-0.2, -0.3, -0.6], [0.1, 0.0, -0.1], [-0.1, 0.9, -0.6], [-0.3, -0.7, 1.0], [0.0, 0.0, -0.3], [-0.2, 0.0, -0.1], [0.2, -0.2, 0.0], [-0.1, 0.1, 0.1], [0.2, -0.2, 0.0], [0.0, 0.2, -0.3], [0.0, -0.2, 0.1], [-0.1, 0.0, 0.1], [0.2, 0.1, -0.3], [0.0, 0.1, 0.2], [-0.1, 0.0, -0.1], [0.1, 0.1, -0.3], [-0.1, 0.0, 0.2]]
}


{
  "formula": "C3H5NO2",
  "method": "ωB97M-V/def2-TZVPD",
  "homo_lumo_gap_ev": 11.1,
  "de_lowest_kcal_mol": 42.71,
  "energy_ha": -322.50627,
  "symbols": ["O", "C", "C", "O", "C", "N", "H", "H", "H", "H", "H"],
  "coordinates": [[0.295, 1.276, 1.325], [0.449, 0.556, 0.140], [0.945, -0.879, 0.325], [-0.225, -1.386, -0.377], [-0.771, -0.128, -0.453], [-1.885, 0.271, -0.865], [-0.122, 2.114, 1.089], [1.009, 1.118, -0.618], [1.868, -1.152, -0.190], [0.955, -1.210, 1.366], [-2.463, -0.505, -1.188]],
  "atomic_forces_ev_per_a": [[-0.1, 0.2, 0.0], [0.2, -0.1, -0.2], [0.3, 0.0, 0.1], [-0.1, 0.0, -0.1], [-0.4, 0.3, -0.2], [0.4, -0.2, 0.1], [0.0, 0.0, 0.2], [-0.1, -0.1, 0.1], [-0.1, 0.0, 0.1], [0.0, 0.1, -0.1], [0.0, 0.1, 0.0]]
}


{
  "formula": "CH2O3S",
  "method": "ωB97M-V/def2-TZVPD",
  "homo_lumo_gap_ev": 9.3,
  "de_lowest_kcal_mol": 10.78,
  "energy_ha": -663.15570,
  "symbols": ["C", "O", "O", "O", "S", "H", "H"],
  "coordinates": [[-1.149, 0.823, 0.548], [-2.656, -1.411, -2.020], [-2.039, -3.514, -1.009], [-0.392, -0.039, 0.831], [-2.625, -2.210, -0.840], [-2.178, 0.965, 0.708], [-0.673, 1.789, -0.039]],
  "atomic_forces_ev_per_a": [[3.2, 3.8, -2.4], [-0.2, 0.7, -0.1], [-0.4, 0.5, 0.6], [-0.2, -1.4, 0.7], [0.7, -1.3, -0.5], [-1.9, -0.6, 0.7], [-1.1, -1.7, 1.1]]
}


{
  "formula": "C10H10BrO3P",
  "method": "ωB97M-V/def2-TZVPD",
  "homo_lumo_gap_ev": [7.3, 7.3],
  "energy_ha": -3528.05391,
  "smiles": "O=C=c1cccc/c1=C\\Br.CCOP=O",
  "symbols": ["O", "C", "C", "C", "C", "C", "C", "C", "C", "Br", "H", "H", "H", "H", "H", "C", "C", "O", "P", "O", "H", "H", "H", "H", "H"],
  "coordinates": [[1.809, 2.737, 1.870], [1.997, 2.075, 0.951], [2.320, 1.463, -0.127], [2.629, 2.448, -1.148], [2.687, 2.114, -2.449], [2.623, 0.769, -2.908], [2.267, -0.210, -2.019], [2.148, 0.079, -0.561], [1.745, -0.895, 0.305], [1.257, -2.582, -0.149], [2.887, 3.515, -0.808], [3.287, 2.826, -3.115], [2.733, 0.592, -4.006], [2.510, -1.142, -2.478], [1.564, -0.562, 1.270], [-2.853, -0.864, 2.103], [-1.805, -1.807, 1.525], [-0.969, -2.175, 2.579], [-0.356, -3.637, 3.037], [-1.202, -4.673, 2.408], [-3.131, -0.202, 1.365], [-3.679, -1.451, 2.499], [-2.224, -0.401, 2.889], [-1.286, -1.220, 0.802], [-2.213, -2.781, 1.020]],
  "atomic_forces_ev_per_a": [[-0.3, 0.2, 0.6], [-0.3, 0.7, 2.3], [0.2, -0.9, -2.9], [0.7, 2.0, -0.2], [2.6, 2.2, -0.8], [-1.6, -0.8, 0.3], [2.1, 1.8, -0.9], [-1.0, -2.4, -0.5], [0.9, 2.3, -1.7], [-0.2, -1.3, -0.3], [-0.5, -1.8, -0.6], [-1.6, -0.7, 0.8], [0.1, -0.2, 1.2], [-0.8, -1.3, 0.7], [-0.3, -0.1, 2.0], [1.5, -2.2, 1.7], [-2.1, -2.0, -1.1], [2.2, -1.0, 1.4], [-1.8, 0.9, -1.2], [0.7, 0.0, 0.4], [-1.0, 1.6, -1.4], [-0.1, 0.4, 0.3], [-1.1, 0.4, -0.2], [1.0, 0.0, -0.6], [0.6, 1.9, 0.8]]
}


{
  "formula": "C2H4N2O3",
  "method": "ωB97M-V/def2-TZVPD",
  "homo_lumo_gap_ev": 10.9,
  "de_lowest_kcal_mol": 108.75,
  "energy_ha": -413.71840,
  "smiles": "C=NOC(=O)NO",
  "symbols": ["C", "N", "O", "C", "O", "N", "O", "H", "H", "H", "H"],
  "coordinates": [[0.758, 0.040, -2.344], [1.061, -0.517, -1.211], [0.046, -0.105, -0.396], [0.269, -0.517, 0.876], [1.000, -1.360, 1.232], [-0.564, 0.061, 1.798], [-1.656, 0.785, 1.321], [1.528, -0.201, -3.118], [-0.041, 0.718, -2.450], [-0.762, -0.586, 2.601], [-1.638, 1.683, 1.690]],
  "atomic_forces_ev_per_a": [[3.8, -2.2, 0.5], [-0.8, 1.2, -3.2], [-0.6, 0.5, 2.3], [-2.0, 0.4, 0.0], [2.2, -1.7, 0.4], [-0.5, 0.4, 1.1], [-0.6, -0.1, 0.0], [-1.1, 0.5, 0.4], [-0.9, 0.5, -0.3], [0.0, 1.0, -1.2], [0.5, -0.5, 0.0]]
}